Here is one molecule with the formula C12H23NO3Si in a non-equilibrium geometry from OMol25. Energies are from ωB97M-V with the def2-TZVPD basis set.

Each line ends with the Löwdin charge.
Atoms and positions in Å:
C: 1.72 0.90 -3.53  -0.184
C: 1.43 -0.37 -2.73  -0.187
C: -0.09 -0.51 -2.56  -0.200
C: -0.68 0.61 -1.74  -0.308
Si: -0.57 0.09 0.04  0.372
O: -1.52 -1.25 0.26  -0.141
C: -2.23 -1.31 1.47  -0.241
C: -1.42 -1.84 2.61  -0.156
N: -0.36 -0.94 3.09  -0.162
C: -0.67 0.53 3.31  -0.114
C: -0.26 1.47 2.15  -0.260
O: -1.06 1.35 1.02  -0.130
C: 0.99 -1.25 2.63  -0.149
C: 1.08 -1.52 1.11  -0.236
O: 1.00 -0.37 0.32  -0.135
C: 0.07 1.95 -1.86  -0.198
C: 0.65 2.01 -3.28  -0.195
H: 2.77 1.25 -3.37  0.111
H: 1.74 0.68 -4.60  0.097
H: 1.83 -1.25 -3.22  0.103
H: 1.93 -0.32 -1.78  0.094
H: -0.60 -0.44 -3.56  0.130
H: -0.38 -1.46 -2.12  0.100
H: -1.73 0.82 -1.91  0.119
H: -3.14 -1.88 1.24  0.127
H: -2.57 -0.29 1.64  0.103
H: -0.94 -2.78 2.33  0.123
H: -2.09 -2.01 3.45  0.120
H: -1.76 0.59 3.53  0.125
H: -0.13 0.80 4.26  0.126
H: -0.34 2.54 2.42  0.134
H: 0.78 1.31 1.83  0.107
H: 1.64 -0.43 2.97  0.124
H: 1.38 -2.16 3.16  0.127
H: 2.03 -1.98 0.93  0.113
H: 0.36 -2.26 0.77  0.106
H: -0.60 2.78 -1.61  0.117
H: 0.91 2.00 -1.16  0.110
H: -0.16 1.90 -3.99  0.104
H: 1.01 3.02 -3.51  0.104

Properties
Net charge: 0
Highest occupied orbital energy, Eh: -0.300
SMILES: C1CCC([Si]23OCCN(CCO2)CCO3)CC1
Energy relative to the best compared isomer or geometry (same formula, charge and spin), kcal per mole: 1.2